[1]
Computed, not measured: C47H44Cl4N2O7P2ReSSb as an isolated structure, with ωB97M-V/def2-TZVPD.

```
109
Properties=species:S:1:pos:R:3
Re -1.06 -0.76 0.65
O -5.21 3.28 -0.23
C -4.72 3.38 1.00
O -5.22 4.07 1.85
C -3.53 2.54 1.33
C -2.95 2.52 2.58
N -2.01 1.56 2.57
N -1.90 1.01 1.36
C -2.81 1.60 0.60
C -2.95 0.98 -0.76
O -3.67 1.45 -1.60
O -2.27 -0.14 -0.88
H -4.69 2.68 -0.79
H -3.19 3.09 3.46
H -1.40 1.25 3.32
Cl 4.78 -3.11 3.34
C 3.14 -2.62 3.13
C 2.23 -2.74 4.18
Cl 2.72 -3.42 5.68
C 0.92 -2.31 4.01
Cl -0.27 -2.41 5.25
C 0.56 -1.78 2.78
O -0.67 -1.29 2.50
C 1.42 -1.71 1.72
O 0.86 -1.25 0.58
C 2.74 -2.10 1.89
Cl 3.85 -1.98 0.58
C 3.67 -7.06 1.53
C 2.73 -6.14 0.80
C 1.58 -5.66 1.43
C 0.74 -4.77 0.80
C 1.05 -4.35 -0.49
C 2.18 -4.82 -1.15
C 3.00 -5.72 -0.50
S 0.06 -3.13 -1.29
C -0.94 -4.15 -2.34
O -0.98 -2.73 -0.19
H 3.13 -7.74 2.19
H 4.36 -6.48 2.14
H 4.26 -7.66 0.84
H 1.35 -5.99 2.44
H -0.14 -4.38 1.30
H 2.42 -4.47 -2.15
H 3.89 -6.10 -1.01
H -1.44 -4.91 -1.74
H -0.28 -4.61 -3.08
H -1.66 -3.50 -2.84
C -4.62 -1.08 2.69
Sb -3.25 -2.05 1.41
C -2.82 -3.83 2.45
C -4.44 -2.72 -0.19
H -5.44 -1.77 2.88
H -5.00 -0.18 2.23
H -4.12 -0.84 3.63
H -3.76 -4.33 2.68
H -2.28 -3.60 3.36
H -2.22 -4.47 1.80
H -5.37 -3.14 0.21
H -3.89 -3.48 -0.73
H -4.67 -1.89 -0.86
C 0.85 2.59 -1.79
P 0.81 1.01 -0.82
C 1.13 -0.15 -2.20
C 2.33 -0.81 -2.41
C 2.48 -1.68 -3.49
C 1.43 -1.89 -4.37
C 0.23 -1.21 -4.18
C 0.08 -0.34 -3.10
C 2.32 1.21 0.16
C 2.25 1.11 1.55
C 3.37 1.32 2.34
C 4.58 1.66 1.75
C 4.66 1.79 0.37
C 3.54 1.57 -0.42
P -0.76 3.42 -2.17
C -0.03 4.85 -3.04
C 0.39 4.61 -4.35
C 1.02 5.59 -5.10
C 1.22 6.85 -4.55
C 0.79 7.11 -3.26
C 0.17 6.12 -2.51
C -1.15 4.13 -0.51
C -2.25 4.98 -0.45
C -2.62 5.61 0.72
C -1.89 5.38 1.89
C -0.81 4.52 1.86
C -0.43 3.91 0.67
H 1.33 2.35 -2.74
H 1.49 3.30 -1.27
H 3.15 -0.66 -1.72
H 3.42 -2.19 -3.64
H 1.55 -2.55 -5.22
H -0.59 -1.34 -4.88
H -0.86 0.18 -2.97
H 1.30 0.85 2.02
H 3.30 1.23 3.42
H 5.45 1.82 2.36
H 5.60 2.07 -0.10
H 3.62 1.69 -1.49
H 0.21 3.64 -4.80
H 1.34 5.38 -6.11
H 1.71 7.62 -5.13
H 0.94 8.10 -2.83
H -0.15 6.35 -1.50
H -2.84 5.15 -1.35
H -3.48 6.26 0.74
H -2.18 5.87 2.81
H -0.23 4.35 2.76
H 0.43 3.25 0.69
```

- HOMO energy (alpha / beta) (eV) = -10.1 / -10.4
- charge = +1
- lowest unoccupied orbital energy (alpha / beta) (eV) = -3.25 / -3.08
- energy (Ha) = -5693.6669
- 2S+1 = 2


[2]
Computed, not measured: C47H45CrN2O3PS3 as an isolated structure, with ωB97M-V/def2-TZVPD.

```
102
Properties=species:S:1:pos:R:3
Cr 0.01 0.47 0.50
O 0.13 0.58 3.37
N -0.81 0.29 2.38
C -1.88 -0.16 2.91
C -3.08 -0.66 2.24
C -4.17 -0.85 3.09
C -5.40 -1.28 2.59
C -5.54 -1.53 1.24
C -4.46 -1.35 0.39
C -3.22 -0.93 0.87
P -1.90 -0.72 -0.34
C -2.56 0.52 -1.49
C -2.62 1.83 -1.01
C -3.14 2.85 -1.79
C -3.62 2.56 -3.07
C -3.57 1.26 -3.55
C -3.05 0.24 -2.76
C -1.69 -2.30 -1.17
C -2.09 -3.48 -0.55
C -1.91 -4.69 -1.19
C -1.33 -4.74 -2.45
C -0.91 -3.57 -3.06
C -1.08 -2.35 -2.43
H 0.70 1.26 2.97
H -1.90 -0.16 3.99
H -4.07 -0.66 4.15
H -6.23 -1.42 3.27
H -6.48 -1.86 0.84
H -4.58 -1.56 -0.67
H -2.31 2.06 0.00
H -3.20 3.85 -1.40
H -4.04 3.35 -3.68
H -3.97 1.03 -4.53
H -3.04 -0.77 -3.14
H -2.55 -3.45 0.43
H -2.23 -5.60 -0.70
H -1.21 -5.69 -2.95
H -0.47 -3.60 -4.05
H -0.76 -1.45 -2.92
O 0.58 0.93 -1.30
S 0.81 0.85 -2.81
C 0.37 2.50 -3.39
C 1.31 3.64 -3.03
C 1.67 3.78 -1.55
C 0.47 3.98 -0.63
S 0.96 3.63 1.07
O 0.83 2.09 1.21
C -0.35 4.36 2.00
C -0.14 5.67 2.38
C -1.13 6.33 3.09
C -2.30 5.67 3.42
C -2.49 4.34 3.05
C -1.51 3.67 2.34
C 2.56 0.79 -3.04
C 3.44 0.77 -1.97
C 4.80 0.67 -2.22
C 5.26 0.60 -3.52
C 4.37 0.61 -4.59
C 3.01 0.70 -4.35
H -0.64 2.61 -2.98
H 0.25 2.39 -4.47
H 0.83 4.56 -3.40
H 2.23 3.54 -3.60
H 2.35 4.62 -1.44
H 2.23 2.90 -1.23
H -0.36 3.31 -0.85
H 0.09 5.01 -0.63
H 0.79 6.18 2.15
H -0.98 7.36 3.39
H -3.07 6.18 3.98
H -3.40 3.83 3.33
H -1.64 2.63 2.08
H 3.07 0.86 -0.95
H 5.50 0.67 -1.40
H 6.33 0.53 -3.72
H 4.74 0.55 -5.60
H 2.32 0.69 -5.19
N 1.22 -0.85 0.88
S 1.02 -2.13 1.92
C 1.25 -3.57 0.91
C 1.61 -3.49 -0.42
C 1.82 -4.68 -1.12
C 1.66 -5.90 -0.49
C 1.27 -5.96 0.85
C 1.07 -4.79 1.56
C 2.43 -2.15 2.97
C 2.23 -1.77 4.29
C 3.32 -1.76 5.15
C 4.57 -2.11 4.68
C 4.76 -2.48 3.36
C 3.69 -2.51 2.49
H 2.17 -0.76 0.54
H 1.73 -2.54 -0.91
H 2.12 -4.64 -2.16
H 1.83 -6.81 -1.04
H 1.14 -6.91 1.33
H 0.79 -4.83 2.60
H 1.24 -1.50 4.64
H 3.18 -1.48 6.19
H 5.42 -2.10 5.36
H 5.74 -2.77 3.01
H 3.82 -2.84 1.46
```

- HOMO energy (alpha / beta) (eV) = -16.1 / -16.1
- charge = +3
- relative energy (zero: lowest compared OMol25 entry of this formula, charge and spin) (kcal/mol) = 0.0
- lowest unoccupied orbital energy (alpha / beta) (eV) = -8.52 / -7.96
- energy (Ha) = -4732.6885
- 2S+1 = 2


[3]
Computed, not measured: C47H45GeN2O5ScSe as an isolated structure, with ωB97M-V/def2-TZVPD.

```
102
Properties=species:S:1:pos:R:3
Sc -0.67 0.34 0.25
O -1.14 -0.45 2.29
C -1.67 0.60 3.15
C -2.19 1.73 2.18
O -3.04 2.50 2.54
O -1.59 1.74 1.04
C -0.53 1.17 3.97
C -0.54 2.49 4.39
C 0.50 2.98 5.16
C 1.57 2.17 5.50
C 1.59 0.85 5.07
C 0.55 0.35 4.31
C -2.84 0.07 3.94
C -3.03 0.35 5.29
C -4.17 -0.10 5.93
C -5.12 -0.83 5.25
C -4.91 -1.15 3.91
C -3.78 -0.70 3.27
H -1.28 -1.28 2.80
H -1.36 3.13 4.13
H 0.47 4.01 5.49
H 2.37 2.56 6.11
H 2.42 0.22 5.32
H 0.57 -0.69 4.01
H -2.29 0.92 5.83
H -4.31 0.14 6.98
H -6.02 -1.15 5.75
H -5.64 -1.73 3.37
H -3.63 -0.93 2.22
C 2.76 2.02 1.88
Ge 1.92 0.68 0.66
C 2.53 -1.06 1.47
C 3.85 -1.22 1.87
C 4.23 -2.34 2.59
C 3.30 -3.31 2.92
C 1.99 -3.18 2.50
C 1.62 -2.06 1.78
C 2.92 0.92 -1.06
C 3.68 2.06 -1.25
C 4.52 2.20 -2.36
C 4.58 1.21 -3.31
C 3.75 0.08 -3.21
C 3.72 -0.90 -4.23
C 2.86 -1.96 -4.16
C 2.03 -2.12 -3.04
C 2.06 -1.20 -2.03
C 2.90 -0.07 -2.08
H 3.83 1.87 1.85
H 2.42 1.86 2.90
H 2.54 3.05 1.62
H 4.58 -0.47 1.60
H 5.26 -2.44 2.90
H 3.60 -4.17 3.50
H 1.26 -3.93 2.75
H 0.58 -1.96 1.44
H 3.66 2.85 -0.52
H 5.14 3.08 -2.44
H 5.25 1.29 -4.14
H 4.38 -0.78 -5.08
H 2.81 -2.68 -4.96
H 1.36 -2.97 -2.99
H 1.42 -1.33 -1.16
C -2.23 -6.03 -4.60
C -2.05 -4.92 -3.63
C -1.44 -5.14 -2.40
C -1.37 -4.15 -1.44
C -0.68 -4.42 -0.14
C -1.93 -2.89 -1.72
Se -2.18 -1.64 -0.28
C -2.47 -2.62 -2.99
C -3.05 -1.28 -3.33
C -2.52 -3.64 -3.92
H -1.66 -6.91 -4.30
H -1.94 -5.74 -5.60
H -3.29 -6.30 -4.63
H -1.02 -6.11 -2.18
H -0.41 -5.47 -0.06
H -1.34 -4.17 0.70
H 0.22 -3.82 -0.05
H -2.46 -0.46 -2.90
H -4.06 -1.20 -2.93
H -3.09 -1.14 -4.41
H -2.96 -3.45 -4.89
O -1.00 7.43 -0.59
C -1.22 7.07 -1.93
N -1.09 5.63 -1.99
C -0.55 5.01 -3.05
O -0.18 5.59 -4.05
C -0.44 3.50 -2.98
C 0.00 2.85 -4.13
C 0.10 1.47 -4.13
C -0.23 0.78 -2.97
N -0.63 1.39 -1.85
C -0.75 2.73 -1.86
H -1.05 8.39 -0.51
H -0.48 7.51 -2.61
H -2.23 7.36 -2.25
H -1.37 5.17 -1.14
H 0.25 3.45 -4.99
H 0.42 0.93 -5.00
H -0.16 -0.31 -2.94
H -1.10 3.17 -0.94
```

- HOMO energy (alpha / beta) (eV) = -10.3 / -10.2
- charge = +1
- relative energy (zero: lowest compared OMol25 entry of this formula, charge and spin) (kcal/mol) = 26.7
- lowest unoccupied orbital energy (alpha / beta) (eV) = -3.05 / -6.14
- energy (Ha) = -7542.6963
- 2S+1 = 2